one | A 3-piece molecular cluster, H3N3O3 overall, computed with the ωB97M-V functional and the def2-TZVPD basis.

```
9
H3N3O3 (the ωB97M-V functional and the def2-TZVPD basis)
N 1.66 -1.11 -0.92
N 1.68 -1.60 0.13
N 1.15 0.80 0.03
O 1.12 0.38 1.14
O -2.52 0.57 -0.21
O 0.99 1.84 -0.51
H -3.24 0.96 -0.71
H 1.87 -2.58 0.34
H -2.71 0.74 0.72
```

spin multiplicity	1
gap between HOMO and LUMO (spin up / spin down)	8.22 / 9.09	eV


two | A 2-piece molecular cluster, H3N3O3 overall, computed with the ωB97M-V functional and the def2-TZVPD basis.

```
9
H3N3O3 (the ωB97M-V functional and the def2-TZVPD basis)
N -0.48 0.64 0.08
N 0.13 -0.39 0.64
N 2.15 0.07 0.09
O 2.25 1.26 -0.09
O 2.95 -0.81 -0.03
O -0.03 -1.48 -0.23
H -0.48 0.65 -1.01
H 0.00 1.45 0.24
H 0.37 -2.25 0.16
```

spin multiplicity	1
gap between HOMO and LUMO (spin up / spin down)	9.10 / 7.84	eV


Name the most stable of them. one.


one | A 2-piece molecular cluster, C2H3F2IO overall, computed with the ωB97M-V functional and the def2-TZVPD basis.

```
9
C2H3F2IO (the ωB97M-V functional and the def2-TZVPD basis)
C 0.35 0.77 -0.61
C 0.19 -0.46 0.26
O -1.69 -1.21 0.36
F 0.89 -1.57 0.09
F 0.41 -0.21 1.58
I 2.40 1.15 -0.97
H -0.29 0.55 -1.59
H -0.12 1.68 -0.19
H -2.13 -0.70 1.08
```

spin multiplicity	1
gap between HOMO and LUMO	9.63	eV


two | A 2-piece molecular cluster, C2H3F2IO overall, computed with the ωB97M-V functional and the def2-TZVPD basis.

```
9
C2H3F2IO (the ωB97M-V functional and the def2-TZVPD basis)
C 0.48 -0.23 -0.81
C -0.37 0.33 1.25
O -0.56 -0.03 -1.65
F 0.45 -0.14 2.14
F -1.51 -0.43 1.21
I 2.11 1.17 -1.01
H 0.85 -1.20 -0.68
H -0.60 1.39 1.39
H -0.85 -0.85 -1.85
```

spin multiplicity	1
gap between HOMO and LUMO (spin up / spin down)	8.79 / 8.79	eV


Name the most stable of them. one.


one | An isolated ion of composition C6H11N4O2 and charge +1, computed with the ωB97M-V functional and the def2-TZVPD basis.

```
23
C6H11N4O2 (the ωB97M-V functional and the def2-TZVPD basis)
C 0.57 -0.01 3.15
C -0.86 0.42 2.97
O -1.34 1.43 3.37
O -1.64 -0.52 2.29
C -2.03 -0.16 0.98
C -1.13 -0.83 -0.07
N -0.79 0.10 -1.16
C 0.37 0.05 -1.79
N 1.37 -0.83 -1.53
C 2.32 -0.53 -2.39
N 1.99 0.49 -3.18
N 0.73 0.87 -2.80
H 0.62 -0.89 3.78
H 1.02 -0.25 2.18
H 1.12 0.81 3.62
H -3.06 -0.49 0.87
H -2.00 0.93 0.87
H -0.20 -1.14 0.41
H -1.59 -1.73 -0.48
H -1.47 0.78 -1.45
H 3.27 -1.04 -2.45
H 2.51 0.93 -3.92
H 0.23 1.62 -3.26
```

charge	+1
spin multiplicity	1
gap between HOMO and LUMO	9.77	eV


two | An isolated ion of composition C6H11N4O2 and charge +1, computed with the ωB97M-V functional and the def2-TZVPD basis.

```
23
C6H11N4O2 (the ωB97M-V functional and the def2-TZVPD basis)
C -2.60 -0.94 -0.29
C -2.50 0.49 -0.01
C 1.14 -0.82 -1.13
C 1.65 -0.79 1.33
C 1.58 0.68 -1.14
C 2.21 0.63 1.10
N -1.48 -1.55 -0.12
N -0.53 -1.03 0.50
N 0.68 -1.00 0.25
N -3.60 1.37 -0.13
O -1.35 0.88 0.42
O 2.68 0.83 -0.22
H -3.46 -1.26 -0.83
H 0.39 -1.21 -1.75
H 2.10 -1.32 -1.10
H 2.51 -1.41 1.03
H 1.30 -1.22 2.30
H 1.96 0.82 -2.22
H 0.68 1.18 -0.95
H 1.46 1.42 1.22
H 3.15 0.91 1.82
H -4.51 1.06 -0.42
H -3.45 2.30 0.33
```

charge	+1
spin multiplicity	1
gap between HOMO and LUMO	8.77	eV


Name the most stable of them. one.


one | One molecule with the formula C3H5NS4, computed with the ωB97M-V functional and the def2-TZVPD basis.

```
13
C3H5NS4 (the ωB97M-V functional and the def2-TZVPD basis)
C -0.69 0.37 0.06
C 2.02 1.11 0.37
C 1.50 -1.76 0.37
H -2.77 -1.69 0.15
H 2.25 1.08 1.51
H 2.82 1.86 0.09
H 1.76 -2.81 -0.36
H 1.53 -1.57 1.48
N -1.88 0.73 0.15
S -3.24 -0.28 -0.02
S 0.25 1.79 -0.13
S 2.67 -0.41 -0.27
S -0.27 -1.13 -0.13
```

spin multiplicity	1
gap between HOMO and LUMO	8.31	eV


two | One molecule with the formula C3H5NS4, computed with the ωB97M-V functional and the def2-TZVPD basis.

```
13
C3H5NS4 (the ωB97M-V functional and the def2-TZVPD basis)
C 0.70 0.32 -0.13
C -0.37 -2.35 0.53
C -1.83 -0.11 0.61
H 0.74 3.23 0.28
H -0.25 -2.30 1.58
H -0.16 -3.41 0.33
H -2.77 0.42 0.74
H -1.41 -0.31 1.66
N 1.78 1.01 0.09
S 1.97 2.65 0.02
S 0.99 -1.44 -0.19
S -2.02 -1.75 -0.13
S -0.91 1.06 -0.41
```

spin multiplicity	1
gap between HOMO and LUMO	8.61	eV


Name the most stable of them. two.


one | One molecule with the formula C5H9NS, computed with the ωB97M-V functional and the def2-TZVPD basis.

```
16
C5H9NS (the ωB97M-V functional and the def2-TZVPD basis)
C -0.50 -0.80 0.52
C -1.00 0.67 0.17
C 0.27 1.56 -0.23
C 1.21 0.39 -0.54
C 0.99 -0.44 0.67
H -0.61 -2.68 -0.23
H -0.57 -1.53 -1.39
H -0.92 -1.14 1.46
H -1.53 1.14 1.01
H -1.71 0.59 -0.65
H 0.06 2.20 -1.08
H 0.62 2.21 0.60
H 0.86 -0.06 -1.42
H 1.07 0.15 1.58
N -0.93 -1.76 -0.48
S 2.67 -0.52 0.00
```

spin multiplicity	1
gap between HOMO and LUMO	9.76	eV


two | One molecule with the formula C5H9NS, computed with the ωB97M-V functional and the def2-TZVPD basis.

```
16
C5H9NS (the ωB97M-V functional and the def2-TZVPD basis)
C -2.66 -1.44 -0.14
C -0.14 -1.23 0.47
C 0.08 0.27 0.15
C 1.39 0.73 0.71
C 0.11 0.45 -1.42
N -1.50 -1.52 0.02
S -1.25 1.29 0.97
H -2.06 0.87 -0.03
H 0.65 -1.84 0.07
H -0.15 -1.36 1.57
H 1.59 1.68 0.51
H 2.31 0.03 0.51
H 1.28 0.62 1.77
H -0.89 0.38 -1.80
H 0.66 -0.31 -1.78
H 0.62 1.37 -1.58
```

spin multiplicity	1
gap between HOMO and LUMO	10.04	eV


Name the most stable of them. two.


one | One molecule with the formula C8H10S, computed with the ωB97M-V functional and the def2-TZVPD basis.

```
19
C8H10S (the ωB97M-V functional and the def2-TZVPD basis)
C -0.79 -1.58 0.38
C -1.60 -0.64 -0.48
C 0.43 -1.23 1.09
C -0.69 0.12 -1.43
C 1.12 -0.06 0.35
C -0.79 1.64 0.51
C -1.74 -2.11 -0.34
C 0.17 0.90 -0.41
S -2.53 0.62 0.43
H 0.17 -0.94 2.11
H 1.13 -2.08 1.17
H -0.09 -0.57 -2.02
H -1.23 0.80 -2.08
H 1.70 0.52 1.06
H 1.81 -0.47 -0.39
H -0.51 1.64 1.55
H -1.04 2.64 0.17
H -2.32 -2.95 -0.62
H 0.79 1.63 -0.94
```

spin multiplicity	1
gap between HOMO and LUMO	9.03	eV


two | One molecule with the formula C8H10S, computed with the ωB97M-V functional and the def2-TZVPD basis.

```
19
C8H10S (the ωB97M-V functional and the def2-TZVPD basis)
C 2.67 -1.15 0.45
C 3.11 0.11 0.81
C 1.48 -1.17 -0.34
C 0.94 0.13 -0.43
C -0.30 0.60 -1.07
C -1.56 0.20 -0.33
C -2.50 -0.62 -0.71
C -1.75 0.98 0.95
S 1.98 1.27 0.27
H 3.10 -2.09 0.78
H 3.78 0.62 1.48
H -0.27 1.65 -1.12
H -0.37 0.30 -2.05
H -2.56 -1.19 -1.68
H -3.42 -0.76 -0.11
H 0.98 -2.01 -0.85
H -1.07 0.42 1.48
H -2.71 0.66 1.49
H -1.53 2.06 1.00
```

spin multiplicity	1
gap between HOMO and LUMO	9.49	eV


Name the most stable of them. two.


one | CH2ClNO2S2 as an isolated structure, computed with the ωB97M-V functional and the def2-TZVPD basis.

```
9
CH2ClNO2S2 (the ωB97M-V functional and the def2-TZVPD basis)
C -0.65 -1.48 0.04
N 0.47 -1.43 0.41
O -1.74 1.34 0.96
O -0.14 1.21 -0.79
S -2.16 -1.46 -0.35
S -1.57 1.24 -0.46
Cl 2.73 0.65 0.00
H 1.36 -0.90 0.85
H 1.70 0.82 -0.66
```

spin multiplicity	1
gap between HOMO and LUMO	9.11	eV


two | CH2ClNO2S2 as an isolated structure, computed with the ωB97M-V functional and the def2-TZVPD basis.

```
9
CH2ClNO2S2 (the ωB97M-V functional and the def2-TZVPD basis)
C 1.05 -2.66 -0.01
N -0.13 -2.66 -0.20
O 3.62 0.90 -0.47
O 1.16 0.72 -0.04
S 2.55 -2.25 0.07
S 2.49 0.37 0.29
Cl -0.80 2.77 1.18
H -0.96 -2.94 0.22
H 0.24 2.06 0.77
```

spin multiplicity	1
gap between HOMO and LUMO	8.88	eV


Name the most stable of them. one.


one | A 12-piece molecular cluster, C30H87N3O21 overall, computed with the ωB97M-V functional and the def2-TZVPD basis.

```
141
C30H87N3O21 (the ωB97M-V functional and the def2-TZVPD basis)
C -27.48 22.28 -38.92
C -26.34 21.89 -39.90
C -25.78 23.08 -40.68
O -26.69 23.42 -41.73
C -25.89 24.05 -42.75
N -25.34 21.34 -39.01
H -27.21 23.00 -38.14
H -27.70 21.50 -38.18
H -28.36 22.63 -39.47
H -26.80 21.11 -40.52
H -24.75 22.92 -41.02
H -25.64 23.99 -40.09
H -25.29 24.87 -42.33
H -26.54 24.61 -43.42
H -25.15 23.43 -43.26
H -25.80 20.57 -38.53
H -24.64 20.79 -39.52
C -37.14 17.56 -40.21
C -36.50 18.73 -39.45
C -35.00 18.92 -39.75
O -34.82 19.43 -41.05
C -33.63 19.11 -41.74
N -37.24 19.90 -39.98
H -38.18 17.43 -39.94
H -36.64 16.60 -40.05
H -36.97 17.71 -41.28
H -36.65 18.48 -38.40
H -34.45 17.98 -39.62
H -34.55 19.59 -39.02
H -33.22 18.10 -41.60
H -32.80 19.66 -41.27
H -33.73 19.44 -42.77
H -37.21 19.81 -40.99
H -36.58 20.67 -39.87
C -31.05 22.01 -43.96
C -29.81 22.12 -43.08
C -29.51 20.96 -42.15
O -30.61 20.65 -41.29
C -30.27 19.66 -40.37
N -28.66 22.61 -43.84
H -31.32 22.97 -44.39
H -31.89 21.62 -43.38
H -30.81 21.41 -44.84
H -30.10 22.98 -42.46
H -28.69 21.16 -41.47
H -29.23 20.06 -42.72
H -29.28 19.66 -39.92
H -30.44 18.68 -40.81
H -30.99 19.74 -39.55
H -28.83 23.51 -44.29
H -27.89 22.94 -43.26
C -32.69 24.63 -47.48
C -34.20 24.75 -47.63
O -34.48 25.05 -49.03
O -32.11 25.93 -47.56
H -32.27 23.91 -48.18
H -32.51 24.28 -46.47
H -34.60 25.48 -46.93
H -34.84 23.87 -47.48
H -35.35 25.43 -49.13
H -32.34 26.19 -48.46
C -36.33 22.09 -43.97
C -34.84 22.32 -43.70
O -34.61 22.26 -42.30
O -36.93 22.50 -45.22
H -36.81 22.73 -43.23
H -36.55 21.04 -43.77
H -34.46 23.30 -43.98
H -34.26 21.58 -44.26
H -35.06 21.48 -41.96
H -37.87 22.31 -45.24
C -32.89 15.50 -42.66
C -31.47 15.37 -42.23
O -30.55 15.49 -43.32
O -33.20 14.56 -43.67
H -32.93 16.50 -43.12
H -33.65 15.48 -41.89
H -31.30 14.39 -41.77
H -31.17 16.24 -41.65
H -30.24 14.61 -43.55
H -32.62 14.66 -44.43
C -30.39 18.67 -45.20
C -29.14 17.76 -45.20
O -28.75 17.46 -43.83
O -31.46 18.29 -44.35
H -30.75 18.67 -46.23
H -30.17 19.70 -44.92
H -28.28 18.27 -45.63
H -29.28 16.79 -45.68
H -29.29 16.69 -43.55
H -31.00 18.05 -43.53
C -27.68 21.91 -47.15
C -27.45 21.14 -48.46
O -26.35 20.23 -48.28
O -28.15 20.94 -46.20
H -28.43 22.69 -47.34
H -26.81 22.37 -46.69
H -27.26 21.82 -49.29
H -28.39 20.63 -48.67
H -26.42 20.04 -47.33
H -28.49 21.45 -45.44
C -29.91 16.37 -38.67
C -29.73 17.38 -37.54
O -28.45 17.17 -36.94
O -29.07 16.64 -39.79
H -30.97 16.41 -38.97
H -29.65 15.35 -38.37
H -30.47 17.25 -36.75
H -29.80 18.39 -37.97
H -28.25 17.94 -36.40
H -28.55 15.87 -40.01
C -32.38 23.21 -40.38
C -33.11 22.34 -39.40
O -33.44 22.96 -38.16
O -33.30 24.31 -40.61
H -32.28 22.75 -41.36
H -31.40 23.45 -39.95
H -32.56 21.41 -39.24
H -34.05 21.96 -39.82
H -33.33 23.91 -38.26
H -33.78 24.05 -41.41
C -25.22 18.01 -41.37
C -25.69 17.94 -42.80
O -26.57 19.03 -43.05
O -26.02 17.19 -40.54
H -25.22 19.02 -40.96
H -24.24 17.55 -41.20
H -26.12 16.98 -43.09
H -24.85 18.10 -43.48
H -27.32 18.74 -43.58
H -26.89 17.61 -40.48
C -30.48 26.40 -41.67
C -30.66 27.83 -42.06
O -29.86 28.72 -41.23
O -29.13 26.12 -41.96
H -31.21 25.81 -42.24
H -30.87 26.32 -40.65
H -31.70 28.16 -41.95
H -30.37 28.03 -43.09
H -29.12 28.15 -40.98
H -28.84 25.35 -41.44
```

spin multiplicity	1
gap between HOMO and LUMO	9.72	eV


two | A 12-piece molecular cluster, C30H87N3O21 overall, computed with the ωB97M-V functional and the def2-TZVPD basis.

```
141
C30H87N3O21 (the ωB97M-V functional and the def2-TZVPD basis)
C 4.20 0.45 5.28
C 3.06 -0.02 4.34
O 1.79 0.19 4.99
O 5.48 0.56 4.54
H 4.26 -0.31 6.00
H 3.94 1.40 5.80
H 3.19 -1.09 4.17
H 3.08 0.50 3.40
H 1.71 1.12 5.25
H 5.37 1.34 4.01
C -2.23 3.55 1.42
C -3.34 3.97 0.41
O -3.63 2.85 -0.47
O -0.95 3.50 0.71
H -2.49 2.64 1.92
H -2.01 4.27 2.21
H -3.04 4.84 -0.09
H -4.31 4.21 0.96
H -2.82 2.82 -1.03
H -0.88 2.83 0.03
C -2.32 -5.60 1.02
C -0.92 -5.49 0.53
O -0.11 -4.52 1.17
O -3.02 -4.40 0.95
H -2.23 -6.05 2.05
H -2.87 -6.35 0.48
H -0.95 -5.33 -0.51
H -0.44 -6.48 0.63
H 0.09 -4.84 2.06
H -3.36 -4.02 1.79
C -3.15 -1.85 4.19
C -1.81 -2.65 4.25
O -2.08 -4.06 4.11
O -3.85 -2.12 2.94
H -2.81 -0.80 4.27
H -3.80 -2.06 4.99
H -1.31 -2.51 5.24
H -1.09 -2.40 3.48
H -2.81 -4.29 4.72
H -3.18 -1.81 2.25
C 3.51 -2.04 -5.09
C 4.58 -2.11 -6.15
O 4.92 -0.85 -6.67
O 4.01 -1.59 -3.86
H 3.19 -3.10 -4.81
H 2.76 -1.40 -5.48
H 4.15 -2.71 -6.97
H 5.42 -2.77 -5.89
H 5.60 -0.54 -6.04
H 4.31 -0.67 -3.93
C -5.84 2.73 3.93
C -4.40 2.89 4.30
O -3.59 1.76 4.00
O -6.57 1.66 4.48
H -5.87 2.72 2.81
H -6.36 3.64 4.23
H -4.27 3.11 5.36
H -4.12 3.87 3.81
H -3.92 1.40 3.14
H -6.30 0.82 4.01
C 3.41 -0.32 0.48
C 3.57 -1.52 -0.61
O 2.49 -1.44 -1.52
O 3.79 0.90 -0.21
H 4.15 -0.38 1.31
H 2.43 -0.34 0.91
H 3.50 -2.50 -0.20
H 4.47 -1.30 -1.11
H 2.83 -1.39 -2.42
H 3.80 1.57 0.48
C 2.23 4.60 1.28
C 3.49 4.00 1.90
O 3.32 2.63 2.15
O 1.23 4.41 2.25
H 1.91 4.03 0.37
H 2.35 5.65 1.00
H 3.84 4.51 2.81
H 4.34 4.07 1.21
H 2.36 2.57 2.31
H 0.43 3.96 1.87
C -5.68 -1.14 0.19
C -6.54 -0.36 1.14
O -5.76 0.06 2.31
O -4.73 -0.31 -0.52
H -6.31 -1.60 -0.59
H -5.18 -1.93 0.76
H -7.32 -1.11 1.51
H -7.10 0.46 0.70
H -5.38 -0.75 2.73
H -4.16 0.19 0.11
C 3.10 1.61 -4.53
C 4.54 1.86 -4.20
C 4.79 3.35 -3.92
O 3.90 3.82 -2.83
C 3.75 5.15 -2.78
N 5.00 0.99 -3.14
H 2.52 1.56 -3.61
H 2.92 0.61 -4.91
H 2.66 2.36 -5.18
H 5.17 1.66 -5.03
H 4.49 3.93 -4.81
H 5.85 3.62 -3.57
H 2.90 5.34 -2.18
H 3.59 5.53 -3.79
H 4.63 5.64 -2.36
H 5.89 1.18 -2.79
H 4.40 1.03 -2.33
C -0.60 0.43 2.10
C -1.34 0.07 0.80
C -0.36 -0.03 -0.32
O 0.15 1.22 -0.59
C 0.69 1.20 -1.92
N -2.13 -1.13 0.90
H -0.10 1.40 1.87
H 0.23 -0.25 2.33
H -1.21 0.43 3.00
H -2.02 0.87 0.58
H -0.87 -0.39 -1.24
H 0.46 -0.68 -0.10
H 1.58 0.61 -1.94
H 0.94 2.21 -2.17
H -0.01 0.86 -2.62
H -1.60 -1.93 0.98
H -2.76 -1.24 0.10
C 0.67 -3.98 -2.81
C -0.48 -3.25 -3.59
C -1.85 -3.32 -2.87
O -2.78 -2.63 -3.58
C -3.80 -1.93 -2.89
N -0.01 -1.91 -3.97
H 1.61 -4.06 -3.39
H 0.28 -5.00 -2.59
H 0.88 -3.58 -1.81
H -0.66 -3.72 -4.60
H -1.72 -2.98 -1.80
H -2.12 -4.43 -2.72
H -4.72 -1.93 -3.49
H -3.53 -0.85 -2.68
H -4.02 -2.46 -1.91
H -0.83 -1.31 -4.13
H 0.54 -1.59 -3.21
```

spin multiplicity	1
gap between HOMO and LUMO	9.39	eV


Name the most stable of them. two.